C19H36NO2P3Re as an isolated structure at a distorted geometry, computed with ωB97M-V with the def2-TZVPD basis set.

Calculated values
largest force on an atom	7.47	eV/A
gap between HOMO and LUMO (alpha / beta)	0.318 / 0.218	Eh
total energy	-55824.47727	eV
expectation value of S²	3.756
multiplicity	4
charge	+4

XYZ file:
```
62
C19H36NO2P3Re ωB97M-V with the def2-TZVPD basis set
P -2.031 -1.521 -2.924
C -3.579 -2.078 -2.148
H -4.348 -2.091 -2.939
H -3.871 -1.369 -1.354
H -3.422 -3.084 -1.737
C -2.727 -0.445 -4.224
H -1.957 -0.140 -4.945
H -3.185 0.450 -3.776
H -3.497 -1.054 -4.720
C -1.502 -2.972 -3.897
H -2.174 -3.094 -4.757
H -1.529 -3.867 -3.258
H -0.469 -2.807 -4.240
P 3.706 -2.436 2.852
C 2.395 -2.983 4.054
H 2.615 -3.898 4.627
H 1.490 -3.154 3.464
H 2.211 -2.157 4.745
C 4.625 -4.049 2.684
H 5.396 -3.896 1.929
H 3.932 -4.798 2.308
H 5.111 -4.426 3.587
C 4.867 -1.631 4.068
H 5.558 -2.305 4.585
H 4.293 -1.072 4.804
H 5.463 -0.923 3.486
P -0.847 3.720 0.043
C -2.098 3.723 1.365
H -2.401 4.767 1.544
H -1.640 3.289 2.265
H -2.959 3.118 1.044
C 0.186 5.176 0.427
H -0.475 6.054 0.458
H 0.937 5.300 -0.364
H 0.689 5.027 1.390
C -1.826 4.384 -1.345
H -2.048 5.435 -1.115
H -2.759 3.816 -1.449
H -1.242 4.312 -2.272
Re 1.043 0.110 -0.529
C 0.540 -1.824 -0.148
O 0.103 -2.871 0.127
C 1.211 0.875 1.314
O 1.180 1.402 2.351
C 2.498 1.623 -0.964
C 1.323 2.013 -1.624
C 0.547 1.116 -2.344
C 1.136 -0.133 -2.637
C 2.361 -0.534 -2.041
C 2.995 0.320 -1.108
H 2.944 2.274 -0.223
H 0.985 3.041 -1.504
H -0.451 1.397 -2.679
H 0.575 -0.810 -3.277
H 2.701 -1.568 -2.109
H 3.857 -0.018 -0.510
C -3.369 -0.258 1.540
C -2.136 -0.042 0.816
N -1.240 0.220 0.119
H -4.239 -0.153 0.860
H -3.402 0.494 2.362
H -3.460 -1.296 1.909
```


C19H37CuN2O15 as an isolated structure at a distorted geometry, computed with ωB97M-V with the def2-TZVPD basis set.

Calculated values
largest force on an atom	3.34	eV/A
gap between HOMO and LUMO (alpha / beta)	0.245 / 0.196	Eh
total energy	-98630.86149	eV
expectation value of S²	0.753
multiplicity	2
charge	-1

XYZ file:
```
74
C19H37CuN2O15 ωB97M-V with the def2-TZVPD basis set
Cu 2.010 1.631 0.996
N 0.022 0.432 -1.529
O 0.494 0.864 -0.440
O -1.204 0.343 -1.643
O 0.794 0.140 -2.463
C 1.948 3.264 4.861
C 1.097 3.063 5.982
C -0.083 2.125 5.854
O -0.855 1.918 6.804
C -0.288 1.429 4.647
C 0.457 1.716 3.501
C 1.681 2.701 3.633
O 2.328 2.916 2.560
O 0.366 1.221 2.338
O 1.369 3.650 7.031
H 2.900 3.754 5.024
H -0.979 0.612 4.509
C -3.822 -7.155 1.323
C -3.483 -6.336 0.077
O -2.405 -5.504 0.470
C -1.788 -4.782 -0.479
O -1.813 -4.951 -1.670
O -1.087 -3.847 0.127
C -0.544 -2.791 -0.661
H -4.553 -7.948 1.184
H -4.063 -6.543 2.191
H -2.876 -7.639 1.585
H -4.355 -5.815 -0.323
H -3.143 -6.997 -0.726
H -0.235 -1.997 0.013
H -1.275 -2.395 -1.366
H 0.289 -3.179 -1.250
C 3.228 -1.225 -0.389
O 3.219 0.177 -0.303
C 3.806 0.845 -1.381
C 3.164 2.236 -1.472
N 3.317 2.918 -0.173
C 2.813 4.284 -0.181
C 1.312 4.445 -0.356
O 0.653 3.468 0.401
C -0.752 3.468 0.214
H 2.488 -1.599 -1.107
H 2.909 -1.674 0.552
H 4.190 -1.625 -0.722
H 3.607 0.385 -2.355
H 4.898 0.914 -1.279
H 2.093 2.049 -1.593
H 3.483 2.751 -2.385
H 4.322 2.829 -0.052
H 3.372 4.952 -0.846
H 3.010 4.709 0.809
H 1.048 4.379 -1.419
H 1.077 5.447 0.014
H -1.204 4.312 0.743
H -1.175 2.535 0.575
H -0.976 3.542 -0.856
C -2.785 -0.093 1.571
O -2.186 -0.639 2.738
H -3.748 -0.598 1.508
H -2.957 0.988 1.551
H -2.165 -0.318 0.700
H -1.276 -0.315 2.791
C 0.225 -2.901 -4.334
O 1.301 -2.215 -3.741
H 0.000 -2.442 -5.317
H 0.467 -3.951 -4.457
H -0.713 -2.684 -3.804
H 1.046 -1.336 -3.405
C -2.992 1.408 -4.433
O -3.589 1.208 -3.151
H -1.910 1.523 -4.364
H -3.237 0.544 -5.053
H -3.424 2.309 -4.873
H -2.861 1.091 -2.527
```